Model w:
Molecular formula: C6H10N2
Method: DFT, ωB97M-V with the def2-TZVPD basis set

The geometry in XYZ format:
```
18
C6H10N2, DFT ωB97M-V with the def2-TZVPD basis set
C 1.180 -0.932 -1.047
C -1.289 -1.435 -1.100
C 0.100 1.616 0.373
C -0.211 -0.443 -0.744
C -0.550 0.898 -0.698
C 0.335 0.319 2.388
N 0.631 0.580 1.191
N 0.241 2.867 0.495
H 0.755 3.141 1.329
H -1.512 1.268 -1.022
H 1.917 -0.223 -0.685
H 1.363 -1.895 -0.556
H -1.395 -1.470 -2.189
H -2.254 -1.141 -0.694
H -1.029 -2.439 -0.773
H 1.290 -1.088 -2.117
H 0.888 -0.452 2.912
H -0.459 0.829 2.936
```

Computed properties:
net charge = 0
SMILES = [H]/N=C(/C=C(C)C)N=C
lowest unoccupied orbital energy = 0.022 Eh

---

Model x:
Molecular formula: C6H10N2
Method: DFT, ωB97M-V with the def2-TZVPD basis set

The geometry in XYZ format:
```
18
C6H10N2, DFT ωB97M-V with the def2-TZVPD basis set
C -1.902 -0.604 0.523
C -0.550 0.554 -0.153
C 0.929 0.800 -0.464
C 1.615 -0.574 -0.840
C 1.381 0.500 0.863
C -0.467 -0.886 -0.017
H -2.918 -1.365 0.247
H -1.844 0.208 1.420
H -2.082 0.094 -1.253
H -0.801 1.130 0.711
H 0.815 1.922 -0.705
H 1.346 -1.072 -1.632
H 2.712 -0.647 -0.635
H 0.723 1.043 1.611
H 2.483 0.752 1.126
H -0.449 -1.416 -0.915
N -1.934 0.584 -0.480
N 0.941 -1.025 0.595
```

Computed properties:
net charge = 0
lowest unoccupied orbital energy = 0.038 Eh

---

Model y:
Molecular formula: C6H10N2
Method: DFT, ωB97M-V with the def2-TZVPD basis set

The geometry in XYZ format:
```
18
C6H10N2, DFT ωB97M-V with the def2-TZVPD basis set
C 0.005 -0.643 0.129
C -0.703 -0.011 1.318
C -0.443 -1.964 -0.414
C 1.337 -0.157 -0.154
C -0.827 0.909 0.207
N 1.276 1.279 -0.075
C -1.648 1.743 -0.402
N 2.419 -0.823 -0.093
H 1.012 1.829 -0.880
H 2.007 1.735 0.464
H 3.038 -0.885 -0.895
H -0.129 0.276 2.198
H -1.627 -0.519 1.581
H -0.180 -2.782 0.263
H -1.526 -1.970 -0.555
H 0.043 -2.163 -1.369
H -2.516 2.128 0.119
H -1.539 2.019 -1.442
```

Computed properties:
net charge = 0
SMILES = [H]/N=C(\N)[C@@]1(C)CC1=C
lowest unoccupied orbital energy = 0.033 Eh

---

Model z:
Molecular formula: C6H10N2
Method: DFT, ωB97M-V with the def2-TZVPD basis set

The geometry in XYZ format:
```
18
C6H10N2, DFT ωB97M-V with the def2-TZVPD basis set
C 1.199 -0.080 -2.062
C 0.617 0.071 -0.902
C -0.855 0.662 -0.436
C -1.394 -0.754 -0.033
C 0.949 -0.404 0.443
C 0.682 0.870 1.325
H 2.004 -0.950 -1.902
H 0.955 0.450 -2.898
H -1.340 1.098 -1.359
H -1.288 -1.206 -1.072
H -2.232 -0.936 0.739
H -0.480 -1.654 1.486
H 1.653 -1.149 0.573
H 0.652 0.742 2.499
H 1.596 1.459 1.135
H -1.672 1.675 1.267
N -0.246 -1.350 0.505
N -0.799 1.454 0.693
```

Computed properties:
net charge = 0
SMILES = C=C1[C@H]2CN[C@@H]1CN2
lowest unoccupied orbital energy = 0.037 Eh

---

Most stable to least stable, the ends of the list are model w and model x.

---

Model w:
Molecular formula: C6H10N2
Method: DFT, ωB97M-V with the def2-TZVPD basis set

The geometry in XYZ format:
```
18
C6H10N2, DFT ωB97M-V with the def2-TZVPD basis set
C 0.082 -0.787 -0.031
C 1.426 -1.224 0.163
C 0.335 1.765 0.137
C -1.114 1.373 -0.007
C -1.977 0.261 -0.060
C -1.402 -1.150 -0.060
H 0.006 0.063 0.772
H 0.160 -0.324 -1.023
H 1.643 -1.360 1.349
H 1.832 -2.122 -0.440
H 3.092 0.031 -0.139
H 0.472 2.790 0.195
H -1.651 2.309 -0.259
H -3.037 0.483 -0.264
H -1.778 -1.690 0.927
H -1.767 -1.774 -0.905
N 2.108 0.070 -0.350
N 1.573 1.285 -0.004
```

Computed properties:
net charge = 0
SMILES = C1=C\CCCN\N=C/1
lowest unoccupied orbital energy = 0.020 Eh

---

Model x:
Molecular formula: C6H10N2
Method: DFT, ωB97M-V with the def2-TZVPD basis set

The geometry in XYZ format:
```
18
C6H10N2, DFT ωB97M-V with the def2-TZVPD basis set
C -0.437 0.655 -0.468
C 1.200 0.310 -0.550
C 0.638 -0.996 -1.177
C -0.488 -0.764 -0.016
C 0.417 -0.638 1.251
C 1.567 0.030 0.807
H -0.873 2.602 -0.293
H -0.225 1.820 0.934
H -0.602 0.680 -1.550
H 1.976 0.830 -1.012
H 1.287 -1.829 -0.906
H 0.346 -0.793 -2.174
H -2.293 -1.691 0.953
H -2.356 -0.020 0.416
H 0.316 -1.008 2.234
H 2.419 0.117 1.367
N -0.958 1.770 0.154
N -1.934 -1.076 0.031
```

Computed properties:
net charge = 0
SMILES = N[C@H]1[C@H]2C=C[C@]1(N)C2
lowest unoccupied orbital energy = 0.039 Eh

---

Model y:
Molecular formula: C6H10N2
Method: DFT, ωB97M-V with the def2-TZVPD basis set

The geometry in XYZ format:
```
18
C6H10N2, DFT ωB97M-V with the def2-TZVPD basis set
C 0.599 0.444 1.681
C 0.216 0.309 0.153
C 1.198 1.138 -0.699
C -1.187 0.649 0.100
C -0.796 -1.570 -1.296
C -0.024 -1.196 -0.142
H 0.341 1.402 2.069
H 1.638 0.231 1.869
H 0.082 -0.303 2.221
H 1.121 0.869 -1.802
H 1.005 2.224 -0.562
H 2.231 1.086 -0.447
H -1.588 1.703 0.199
H -0.749 -2.592 -1.725
H -1.209 -0.758 -1.892
H 0.647 -1.972 0.198
N -2.112 -0.196 0.010
N -1.411 -1.470 0.066
```

Computed properties:
net charge = 0
SMILES = CC1(C)C=NN2C[C@H]21
lowest unoccupied orbital energy = 0.032 Eh

---

Most stable to least stable, the ends of the list are model y and model w.

---

Model w:
Molecular formula: C6H10N2
Method: DFT, ωB97M-V with the def2-TZVPD basis set

The geometry in XYZ format:
```
18
C6H10N2, DFT ωB97M-V with the def2-TZVPD basis set
C 0.027 1.292 0.402
C -0.389 0.747 -1.804
C -0.810 -1.274 0.532
C 0.681 -1.186 0.712
C 1.028 0.264 0.041
C 0.804 0.172 -1.460
H 0.425 2.285 0.341
H -0.559 0.871 1.337
H -1.470 2.090 -0.587
H -0.775 0.586 -2.867
H -1.363 -1.088 -0.482
H 0.828 -1.036 1.880
H 1.332 -2.016 0.346
H 2.093 0.463 0.473
H 1.330 -0.475 -2.156
H -0.787 -1.457 2.440
N -0.898 1.303 -0.743
N -1.496 -1.542 1.597
```

Computed properties:
net charge = 0
SMILES = [H]/N=C\C[C@H]1C=CNC1
lowest unoccupied orbital energy = 0.035 Eh

---

Model x:
Molecular formula: C6H10N2
Method: DFT, ωB97M-V with the def2-TZVPD basis set

The geometry in XYZ format:
```
18
C6H10N2, DFT ωB97M-V with the def2-TZVPD basis set
C 1.628 -0.944 -0.279
C 0.364 1.217 0.369
C -1.480 0.067 -0.014
C -0.869 1.379 -0.612
C -0.493 -0.096 0.871
C 0.130 -1.355 0.158
H 2.565 -1.119 0.398
H 2.001 -1.151 -1.473
H 2.461 1.274 -0.044
H 0.515 2.104 0.924
H -2.521 -0.328 0.348
H -0.649 1.650 -1.767
H -1.541 2.181 -0.365
H -0.649 -0.255 2.070
H -0.153 -2.164 0.844
H -1.783 -1.915 -0.446
N 1.515 0.662 -0.260
N -1.041 -1.204 -0.722
```

Computed properties:
net charge = 0
SMILES = C1N[C@H]2C[C@H]3N[C@@H]1[C@@H]23
lowest unoccupied orbital energy = 0.030 Eh

---

Most stable to least stable, the ends of the list are model w and model x.

---

Model w:
Molecular formula: C6H10N2
Method: DFT, ωB97M-V with the def2-TZVPD basis set

The geometry in XYZ format:
```
18
C6H10N2, DFT ωB97M-V with the def2-TZVPD basis set
C -1.395 -1.460 -0.030
C -0.519 -0.617 -0.695
C -0.855 0.783 -0.729
C -2.023 1.181 0.000
C -2.937 0.169 0.479
C 2.397 0.327 0.711
H -1.017 -2.522 0.070
H 0.305 -1.019 -1.194
H -0.191 1.572 -1.121
H -2.257 2.165 -0.106
H -3.889 0.405 0.839
H 2.002 -1.067 -0.597
H 3.447 -0.021 -0.868
H 3.019 1.189 0.672
H 1.290 0.636 0.387
H 2.394 0.090 1.871
N -2.773 -1.148 0.353
N 3.000 -0.663 -0.042
```

Computed properties:
net charge = 0
SMILES = c1ccncc1.CN
lowest unoccupied orbital energy = 0.013 Eh

---

Model x:
Molecular formula: C6H10N2
Method: DFT, ωB97M-V with the def2-TZVPD basis set

The geometry in XYZ format:
```
18
C6H10N2, DFT ωB97M-V with the def2-TZVPD basis set
C -1.128 0.882 0.277
C 0.306 0.543 0.813
C 0.931 -0.301 -0.404
C 1.934 -1.451 -0.220
C -0.227 -0.712 -1.375
C -1.350 -0.068 -0.988
H -3.113 1.039 1.038
H -1.894 1.905 1.731
H -1.024 1.939 -0.199
H 0.106 -0.137 1.557
H 0.811 1.437 1.437
H 2.417 -1.801 0.694
H 1.456 -2.258 -0.822
H 3.180 0.225 -0.438
H -0.103 -1.405 -2.150
H -2.474 -0.421 -1.255
N -2.159 0.899 1.302
N 2.333 -0.313 -0.999
```

Computed properties:
net charge = 0
SMILES = N[C@@H]1C=C[C@]2(CN2)C1
lowest unoccupied orbital energy = 0.035 Eh

---

Most stable to least stable, the ends of the list are model w and model x.

---

Model w:
Molecular formula: C6H10N2
Method: DFT, ωB97M-V with the def2-TZVPD basis set

The geometry in XYZ format:
```
18
C6H10N2, DFT ωB97M-V with the def2-TZVPD basis set
C -2.803 0.055 -0.161
C -1.340 -0.017 -0.220
C -0.587 -0.407 -1.365
C 1.424 -0.140 -0.358
C 2.976 -0.279 -0.102
C -0.580 0.374 1.011
H -3.180 1.135 -0.088
H -3.323 -0.419 -1.026
H -3.269 -0.544 0.674
H -1.070 -0.733 -2.318
H 3.142 -0.985 0.774
H 3.438 -0.742 -1.017
H 3.353 0.688 0.026
H 1.600 0.871 1.370
H -0.774 1.412 1.352
H -0.770 -0.106 2.048
N 0.829 -0.656 -1.322
N 0.934 0.492 0.721
```

Computed properties:
net charge = 0
SMILES = CC1=CN=C(C)NC1
lowest unoccupied orbital energy = 0.031 Eh

---

Model x:
Molecular formula: C6H10N2
Method: DFT, ωB97M-V with the def2-TZVPD basis set

The geometry in XYZ format:
```
18
C6H10N2, DFT ωB97M-V with the def2-TZVPD basis set
C -0.923 1.547 0.127
C 0.463 1.450 -0.037
C 0.645 -0.049 -0.257
C 1.289 -0.765 0.760
C -0.667 -0.744 -0.757
C -1.282 0.031 0.506
H -1.307 1.559 -0.906
H -1.460 2.417 0.752
H 1.251 1.889 0.708
H 0.812 1.575 -1.247
H 1.433 -0.142 1.654
H 1.390 -1.883 0.940
H 2.661 0.220 -0.357
H -1.059 -0.360 -1.658
H -1.665 -1.831 0.665
H -0.627 -0.292 1.405
N 2.013 -0.493 -0.482
N -1.810 -1.217 -0.089
```

Computed properties:
net charge = 0
SMILES = C1C[C@@]2(CN2)[C@H]2N[C@H]12
lowest unoccupied orbital energy = 0.035 Eh

---

Most stable to least stable, the ends of the list are model w and model x.

---

Model w:
Molecular formula: C2H6NO2P
Method: DFT, ωB97M-V with the def2-TZVPD basis set

The geometry in XYZ format:
```
12
C2H6NO2P, DFT ωB97M-V with the def2-TZVPD basis set
C 1.244 0.187 0.097
C -1.610 0.940 -0.313
N 1.950 -0.918 -0.120
O 1.610 1.333 0.075
O -0.858 -1.916 -0.108
P -0.527 -0.282 0.468
H -1.245 1.947 -0.138
H -1.610 0.718 -1.382
H -2.619 0.811 0.073
H 2.930 -0.901 -0.359
H 1.434 -1.792 -0.127
H -0.699 -0.127 1.834
```

Computed properties:
net charge = 0
SMILES = C[P@@H](=O)C(N)=O
lowest unoccupied orbital energy = 0.027 Eh

---

Model x:
Molecular formula: C2H6NO2P
Method: DFT, ωB97M-V with the def2-TZVPD basis set

The geometry in XYZ format:
```
12
C2H6NO2P, DFT ωB97M-V with the def2-TZVPD basis set
C 1.519 0.412 0.376
C -1.242 0.048 -0.258
N 1.309 -0.846 0.531
O -0.856 -1.041 -0.729
O -1.830 0.031 1.118
P 0.071 1.501 0.089
H 2.476 0.989 0.357
H -2.006 0.541 -0.854
H 2.010 -1.485 0.817
H -0.025 -1.385 -0.286
H -2.473 -0.613 1.177
H 1.047 1.848 -2.340
```

Computed properties:
net charge = 0
lowest unoccupied orbital energy (alpha / beta) = -0.049 / -0.029 Eh

---

Model y:
Molecular formula: C2H6NO2P
Method: DFT, ωB97M-V with the def2-TZVPD basis set

The geometry in XYZ format:
```
12
C2H6NO2P, DFT ωB97M-V with the def2-TZVPD basis set
C -0.832 0.085 0.075
C -1.298 -1.133 -0.610
N 1.088 2.244 0.177
O -1.560 0.642 0.857
O 1.195 0.763 -1.772
P 0.786 0.727 -0.339
H -1.790 -0.885 -1.549
H -2.052 -1.511 0.089
H -0.519 -1.823 -0.796
H 0.979 2.960 -0.636
H 0.766 2.512 1.111
H 1.539 -0.298 0.302
```

Computed properties:
net charge = 0
SMILES = CC(=O)[P@H](N)=O
lowest unoccupied orbital energy = 0.006 Eh

---

Model z:
Molecular formula: C2H6NO2P
Method: DFT, ωB97M-V with the def2-TZVPD basis set

The geometry in XYZ format:
```
12
C2H6NO2P, DFT ωB97M-V with the def2-TZVPD basis set
C 0.895 -0.484 -0.407
C 1.633 0.331 0.639
N -0.509 -0.499 -0.352
O 1.411 -1.027 -1.312
O -1.045 -0.214 0.896
P -1.502 -1.540 -1.447
H 2.652 0.046 0.879
H 1.035 0.465 1.606
H 1.638 1.246 0.033
H -1.055 0.785 1.079
H -2.637 -0.769 -1.350
H -2.028 -2.391 -0.389
```

Computed properties:
net charge = 0
SMILES = CC(=O)N(O)P
lowest unoccupied orbital energy = 0.023 Eh

---

Most stable to least stable, the ends of the list are model y and model x.